1.
# C3H8OS

A cluster of 2 separate species, C3H8OS in total (ωB97M-V with the def2-TZVPD basis set, OMol25).

```
13
Properties=species:S:1:pos:R:3:forces:R:3:lowdin_charge:R:1
O 1.7429 1.5727 0.2309 0.613 0.771 -0.215 0.00
C 2.3791 2.6129 0.2761 -0.273 -0.444 -0.017 -0.49
C 2.3115 3.5398 1.4678 -0.258 0.019 0.481 -0.04
C 3.2801 3.0483 -0.8565 0.135 -0.227 -0.497 -0.03
H 1.6258 3.1356 2.2314 0.329 0.167 -0.395 0.03
H 1.9476 4.5342 1.1592 0.260 -0.301 0.056 0.09
H 3.3114 3.6555 1.9188 -0.302 0.061 -0.255 0.09
H 2.9442 4.0182 -1.2603 0.183 -0.273 0.237 0.09
H 4.3183 3.1561 -0.5000 -0.390 0.087 -0.078 0.09
H 3.2630 2.3036 -1.6700 -0.041 0.300 0.410 0.09
S -0.0337 0.9972 2.7333 -0.099 -0.122 0.036 0.48
H -0.3180 1.4788 1.5090 0.113 -0.141 0.224 -0.20
H 1.1634 0.5330 2.3296 -0.270 0.103 0.013 -0.20
```
Positions in Å, forces in eV/Å.

Charge ... 0
Energy relative to the best compared isomer or geometry (same formula, charge and spin) ... 0.0 kcal per mole

=====

2.
# C3H8OS

A cluster of 2 separate species, C3H8OS in total (ωB97M-V with the def2-TZVPD basis set, OMol25).

```
13
Properties=species:S:1:pos:R:3:forces:R:3:lowdin_charge:R:1
C 1.7603 -1.4362 -0.7026 0.750 2.445 -1.194 -0.41
S 2.8566 -0.0324 0.0031 -0.816 -1.439 0.367 0.55
H 1.9096 -2.3308 -0.1546 0.191 -0.747 0.419 0.00
H 0.7085 -1.0750 -0.6383 0.915 -0.529 -0.399 -0.01
H 2.1837 -1.5193 -1.7548 -1.069 -0.129 1.286 0.04
H 2.8200 -0.5135 1.2773 0.080 0.379 -0.496 -0.17
O -3.6382 1.2752 -0.0827 0.679 -1.955 1.888 0.00
C -2.9879 0.3994 0.5369 -3.091 3.986 -4.032 -0.29
C -1.6114 0.2803 0.2111 2.700 -1.318 -0.911 -0.09
H -3.5109 -0.2338 1.2015 -0.345 -0.934 1.211 0.10
H -1.2191 0.8342 -0.6818 -0.746 0.282 1.324 0.12
H -1.3431 -0.7411 -0.0645 -0.262 -0.440 0.351 0.07
H -1.1153 0.4353 1.1552 1.014 0.401 0.186 0.09
```
Positions in Å, forces in eV/Å.

Charge ... 0
Energy relative to the best compared isomer or geometry (same formula, charge and spin) ... 28.0 kcal per mole

=====

3.
# C3H8OS

A cluster of 2 separate species, C3H8OS in total (ωB97M-V with the def2-TZVPD basis set, OMol25).

```
13
Properties=species:S:1:pos:R:3:forces:R:3:lowdin_charge:R:1
O 2.4942 0.5993 -0.5454 -0.039 -0.018 -0.421 0.00
C 2.1157 1.1828 0.4241 -0.014 0.179 0.760 -0.16
H 2.3449 0.8330 1.4447 0.052 -0.156 0.035 0.08
H 1.5271 2.1211 0.4080 0.019 -0.041 -0.360 0.08
C -1.4912 0.8773 0.5280 -0.055 -0.623 0.055 -0.43
S -1.1263 -0.9080 0.4230 0.161 0.270 0.006 0.71
C -0.5354 -0.9728 -1.3022 -0.192 -0.417 0.489 -0.41
H -2.3948 1.0963 -0.0297 -0.084 0.146 -0.079 0.03
H -0.6506 1.4209 0.1192 0.069 0.268 0.005 0.00
H -1.6433 1.1380 1.5751 0.061 -0.024 -0.061 0.03
H 0.5226 -1.2071 -1.3607 0.105 0.215 0.084 0.02
H -1.0830 -1.7511 -1.8179 -0.151 -0.064 -0.165 0.02
H -0.7569 -0.0181 -1.7467 0.068 0.264 -0.348 0.03
```
Positions in Å, forces in eV/Å.

Charge ... 0
Energy relative to the best compared isomer or geometry (same formula, charge and spin) ... 22.0 kcal per mole

=====

4.
# C3H8OS

A structure of composition C3H8OS (ωB97M-V with the def2-TZVPD basis set, OMol25).

```
13
Properties=species:S:1:pos:R:3:forces:R:3:lowdin_charge:R:1
C 1.7304 -0.8954 0.1052 1.920 -0.764 -1.981 -0.12
C 0.1466 0.6450 -0.0537 -4.690 3.510 -0.080 -0.40
C -1.5156 0.7763 -0.1383 -1.065 1.678 2.468 -0.49
H 2.6168 -1.0693 -0.8808 -2.469 -0.618 3.771 0.14
H 2.5740 -0.0319 1.1481 -2.878 -2.104 -3.160 0.20
H 1.0305 -1.8470 0.8364 2.692 2.968 -2.591 0.18
H 0.3396 0.2555 0.8911 -0.267 0.464 2.229 0.02
H 0.4987 1.7762 -0.1486 -0.377 -2.302 0.049 0.16
H -1.8585 1.4681 -1.0009 0.616 -0.924 1.789 0.07
H -1.9232 1.0632 1.0042 1.679 0.708 -3.243 0.09
H -1.6444 -1.1723 -0.7452 0.381 -1.776 -0.917 -0.20
O 0.6962 -0.2599 -0.8891 3.226 -1.546 1.977 -0.26
S -2.6911 -0.7085 -0.1286 1.232 0.707 -0.311 0.62
```
Positions in Å, forces in eV/Å.

Charge ... 0
Energy relative to the best compared isomer or geometry (same formula, charge and spin) ... 160.7 kcal per mole

=====

5.
# C3H8OS2

A structure of composition C3H8OS2 (ωB97M-V with the def2-TZVPD basis set, OMol25).

```
14
Properties=species:S:1:pos:R:3:forces:R:3:lowdin_charge:R:1
C -0.4572 -0.4888 0.1817 -0.467 0.489 1.010 -0.61
C -2.8804 -1.2928 0.7159 1.186 2.110 1.309 -0.40
C 3.2797 -0.8128 0.7720 -1.875 2.502 -1.784 -0.40
O 0.7337 -0.2575 0.1549 0.572 0.265 -0.279 -0.40
S -1.4196 -1.8271 -0.1703 0.698 0.156 -0.187 0.88
S 2.1943 -1.3550 -0.6431 0.999 -0.235 0.152 0.68
H -0.0390 0.0428 -2.0737 0.477 -0.097 -1.370 0.02
H -3.5392 -1.9206 0.2760 -2.554 -2.820 -0.228 -0.03
H -3.3528 -0.3628 0.3854 0.982 0.444 0.089 0.06
H -2.7459 -1.2948 1.8325 -0.357 -0.363 -1.331 0.07
H 4.1749 -1.3177 0.8915 1.448 -1.662 0.022 -0.01
H 3.6120 0.2836 0.6139 -1.108 -1.599 0.565 0.07
H 2.5455 -1.0390 1.5265 0.531 0.606 1.027 0.00
H 0.2892 -0.0862 -2.7665 -0.532 0.204 1.007 0.07
```
Positions in Å, forces in eV/Å.

Charge ... 0
Energy relative to the best compared isomer or geometry (same formula, charge and spin) ... 115.8 kcal per mole

=====

6.
# C3H8OS2

A cluster of 2 separate species, C3H8OS2 in total (ωB97M-V with the def2-TZVPD basis set, OMol25).

```
14
Properties=species:S:1:pos:R:3:forces:R:3:lowdin_charge:R:1
C -1.8433 -0.5295 0.1856 0.871 -0.812 0.485 -0.48
S -1.2548 -0.9475 1.8393 0.838 0.804 0.319 0.42
S 0.0791 0.6781 2.2306 -0.839 -1.059 0.429 0.38
H -2.6899 -1.2255 0.1376 -0.092 0.608 -0.636 0.03
H -2.0018 0.5343 0.0863 -0.653 0.031 -0.004 0.03
H -1.0265 -0.8174 -0.4737 -0.435 -0.073 -0.356 -0.01
H -0.5997 0.9058 3.3501 0.130 0.422 0.330 -0.21
C 1.4514 -0.5488 -1.8127 -0.727 0.554 0.035 0.01
C 1.4718 0.2166 -0.7352 1.011 1.286 1.235 -0.32
O 0.5974 1.2341 -0.5162 -1.501 -0.380 -1.670 -0.10
H 2.3648 -1.0269 -2.1160 -0.236 -0.776 0.151 0.05
H 0.5489 -0.4995 -2.4191 0.524 0.043 -0.429 0.07
H 2.2182 0.1537 0.0541 0.361 -0.083 -0.361 0.11
H 0.6845 1.8726 0.1894 0.748 -0.565 0.472 0.03
```
Positions in Å, forces in eV/Å.

Charge ... 0
Energy relative to the best compared isomer or geometry (same formula, charge and spin) ... 36.8 kcal per mole

=====

7.
# C3H8OSn

A structure of composition C3H8OSn (ωB97M-V with the def2-TZVPD basis set, OMol25).

```
13
Properties=species:S:1:pos:R:3:forces:R:3:lowdin_charge:R:1
Sn -13.7901 22.0087 7.1834 0.087 -0.023 -0.082 1.64
C -7.7339 20.0996 3.3782 0.668 0.098 -0.208 -0.02
C -9.2462 19.7484 3.2717 1.056 -0.261 2.042 -0.42
C -9.5989 18.6127 4.2788 -0.094 0.185 -1.372 -0.02
O -9.9086 20.9362 3.6551 -0.496 -0.277 -0.335 0.01
H -7.5178 20.9988 2.8013 -0.091 -0.038 -0.129 0.09
H -7.1460 19.2834 2.9582 -0.050 -0.110 0.040 0.10
H -7.4054 20.2998 4.3981 -0.288 -0.188 0.057 0.09
H -9.4352 19.5443 2.2178 -0.282 -0.444 0.098 0.15
H -10.5974 18.3063 3.9670 -0.139 -0.398 0.247 0.08
H -9.6122 18.8567 5.3411 0.162 0.565 -0.217 0.08
H -8.8987 17.7867 4.1540 -0.155 -0.019 -0.117 0.09
H -9.9449 21.3870 2.8083 -0.377 0.910 -0.024 0.11
```
Positions in Å, forces in eV/Å.

Charge ... +2
Energy relative to the best compared isomer or geometry (same formula, charge and spin) ... 65.8 kcal per mole

=====

8.
# C3H8P2

A cluster of 2 separate species, C3H8P2 in total (ωB97M-V with the def2-TZVPD basis set, OMol25).

```
13
Properties=species:S:1:pos:R:3:forces:R:3:lowdin_charge:R:1
C 2.2680 -0.9908 0.2462 0.296 1.397 -1.528 -0.54
C -0.4311 1.3607 -0.5743 1.404 -0.485 -2.051 -0.40
C -1.1604 -0.5105 1.1323 2.327 -1.422 3.137 -0.51
P 1.4957 -0.4421 1.6015 -2.059 -0.687 -0.483 0.78
P -1.4959 -0.1745 -0.5234 0.221 1.439 -1.210 0.72
H 3.3588 -0.7956 0.3004 -0.436 -0.558 0.188 -0.03
H 1.9890 -1.0765 -0.8621 -0.216 -0.326 1.798 0.02
H -0.2623 1.5842 -1.6683 -0.552 0.353 1.083 0.04
H 0.6060 1.4116 -0.1516 -0.867 -1.008 -0.147 0.00
H -0.9276 2.1273 -0.0424 -0.935 1.037 0.073 0.00
H -1.4468 -1.4780 1.6334 0.288 1.030 -0.733 0.01
H -1.4240 0.3472 1.7940 0.255 -0.635 -0.593 0.01
H -0.7376 -1.0455 -1.3493 0.273 -0.134 0.465 -0.08
```
Positions in Å, forces in eV/Å.

Charge ... 0
Energy relative to the best compared isomer or geometry (same formula, charge and spin) ... 62.1 kcal per mole

=====

no.,electronic energy (eV)
1,-16123.237
2,-16122.025
3,-16122.285
4,-16116.267
5,-26953.588
6,-26957.012
7,-11096.131
8,-21814.072